(i)
One molecule with the formula C6H7NO, computed with ωB97M-V with the def2-TZVPD basis set.

* orbital gap: 9.41 eV
* E_LUMO: 0.409 eV
* highest occupied orbital energy: -9.0 eV

Each line ends with the natural charge from an NBO analysis.
Geometry (Å):
O 0.66 0.38 2.05  -0.544
N 1.06 -1.32 -0.09  -0.642
C -1.22 0.89 -0.90  -0.367
C 0.16 0.65 0.88  0.621
C 0.33 1.06 -0.58  -0.370
C -1.12 -0.18 0.36  -0.330
C 0.53 -0.27 -1.11  -0.106
C -0.43 -1.25 -0.47  -0.070
H -1.88 1.80 -0.58  0.202
H 1.60 -0.93 0.63  0.397
H -1.35 0.81 -1.93  0.220
H 1.33 1.70 -0.77  0.257
H -0.88 -1.93 -1.29  0.249
H -1.90 -0.38 1.29  0.260
H 0.90 -0.34 -2.12  0.224


(ii)
One molecule with the formula C6H7NO, computed with ωB97M-V with the def2-TZVPD basis set.

* orbital gap: 7.03 eV
* E_LUMO: 0.351 eV
* highest occupied orbital energy: -6.7 eV

Each line ends with the natural charge from an NBO analysis.
Geometry (Å):
O 2.31 -0.05 -0.13  -0.332
N -1.92 -0.04 -0.12  -0.440
C -1.10 -1.18 0.06  -0.209
C -1.23 1.12 0.07  -0.098
C 1.66 1.09 -0.38  -0.080
C 0.24 0.73 0.27  -0.361
C 1.65 -1.03 0.28  0.138
C 0.23 -0.50 -0.30  -0.304
H -1.61 -2.21 -0.41  0.191
H 0.33 0.49 1.42  0.189
H -1.99 1.95 0.38  0.212
H 2.34 -1.94 0.55  0.214
H -3.03 -0.11 -0.27  0.440
H 0.12 -0.54 -1.38  0.234
H 2.00 2.22 -0.03  0.204


(iii)
C6H7NO as an isolated structure, computed with ωB97M-V with the def2-TZVPD basis set.

* orbital gap: 10.06 eV
* E_LUMO: 1.028 eV
* highest occupied orbital energy: -9.0 eV

Each line ends with the natural charge from an NBO analysis.
Geometry (Å):
O -0.35 1.20 0.91  -0.474
N 1.02 -0.82 -1.20  -0.609
C -1.54 -0.61 0.02  -0.230
C 1.37 -0.03 -0.09  -0.106
C -0.87 0.67 -0.33  -0.002
C -0.69 -1.08 0.88  -0.169
C 0.47 0.61 -1.13  -0.114
C 0.35 0.05 1.07  0.033
H 2.41 0.31 0.07  0.209
H -1.67 1.30 -0.74  0.211
H 0.92 -0.20 2.10  0.199
H -0.75 -2.07 1.35  0.217
H 1.69 -0.99 -1.92  0.372
H 0.85 1.31 -1.87  0.227
H -2.46 -1.16 -0.39  0.235


(iv)
One molecule with the formula C6H7NO, computed with ωB97M-V with the def2-TZVPD basis set.

* orbital gap: 9.65 eV
* E_LUMO: 1.036 eV
* highest occupied orbital energy: -8.6 eV

Each line ends with the natural charge from an NBO analysis.
Geometry (Å):
O -1.74 -0.67 -0.17  -0.423
N -2.78 0.40 0.09  -0.534
C 1.80 -1.10 0.06  -0.184
C 0.48 -1.27 0.03  -0.276
C -0.05 1.17 0.04  -0.297
C 1.39 1.32 -0.04  -0.190
C 2.28 0.30 -0.08  -0.242
C -0.38 -0.15 0.00  0.307
H -0.71 1.98 0.18  0.246
H 2.55 -1.90 0.24  0.222
H -3.17 -0.04 0.93  0.356
H -0.04 -2.27 0.09  0.237
H 1.72 2.26 0.15  0.201
H -3.43 0.29 -0.76  0.358
H 3.37 0.59 -0.13  0.218


In hartree, relative to the most stable structure: (i) 0.1441; (ii) 0.2684; (iii) 0.0546; (iv) 0.0000.


(i)
C31H25BrCdCl3N7OS as an isolated structure, computed with ωB97M-V with the def2-TZVPD basis set.

* charge: -2
* orbital gap (spin up / spin down): 3.45 / 3.60 eV
* E_LUMO (spin up / spin down): 4.270 / 4.275 eV
* highest occupied orbital energy (spin up / spin down): 0.8 / 0.7 eV

Each line ends with the natural charge from an NBO analysis.
Geometry (Å):
Cd 0.56 -0.08 -0.58  1.671
Br -1.04 0.42 -4.28  -0.091
Cl -1.94 2.13 1.50  0.051
Cl -5.00 -1.17 0.56  -0.096
Cl -4.04 2.77 -3.50  -0.027
S 3.12 0.06 -1.73  -0.398
O 1.56 0.71 1.37  -0.835
N -0.33 -1.43 -2.30  -0.738
N -0.99 -1.14 0.75  -0.734
N 0.72 4.35 -0.03  -0.522
N -1.80 2.39 -1.57  -0.649
N 0.44 2.30 -0.72  -0.555
N 4.69 -1.51 -0.23  -0.515
N 2.34 -1.78 -0.04  -0.592
C -5.66 2.39 0.12  -0.222
C 4.84 -2.39 0.75  0.256
C -2.53 -3.17 -2.81  -0.364
C -3.36 -1.11 1.21  -0.062
C -0.83 -1.04 2.12  -0.030
C 3.74 1.28 2.07  -0.269
C -0.37 -2.74 -1.85  -0.021
C -3.20 -0.99 2.61  -0.428
C -0.50 4.33 -0.66  -0.138
C 1.26 3.10 -0.07  0.419
C -1.42 -3.59 -2.04  -0.079
C 4.79 2.17 2.05  -0.204
C -0.67 3.03 -1.04  0.263
C -4.55 2.30 0.94  -0.216
C -3.27 2.34 0.41  -0.073
C 3.57 3.64 0.62  -0.166
C -4.21 2.57 -1.77  -0.076
C 2.54 1.53 1.35  0.425
C -1.84 -0.98 3.02  -0.285
C -1.42 -4.94 -1.38  -0.614
C -5.49 2.53 -1.24  -0.237
C 2.50 2.76 0.62  -0.239
C -2.41 -1.93 -3.46  -0.309
C -1.33 -1.15 -3.16  0.124
C 4.73 3.37 1.33  -0.332
C -3.05 2.47 -0.98  0.201
C 3.76 -2.98 1.41  -0.395
C 2.51 -2.64 0.94  0.101
C 6.26 -2.71 1.15  -0.642
C -2.31 -1.19 0.35  -0.088
C 3.43 -1.18 -0.59  0.261
H -6.66 2.32 0.55  0.205
H 1.60 -3.06 1.36  0.199
H -3.42 -3.79 -2.92  0.188
H -4.04 -0.90 3.28  0.196
H -2.20 -5.00 -0.62  0.205
H -4.65 2.13 2.00  0.227
H -3.13 -1.58 -4.19  0.206
H 1.13 5.11 0.49  0.412
H 6.37 -2.67 2.23  0.203
H 3.52 4.54 0.02  0.183
H 0.48 -3.04 -1.26  0.195
H -1.59 -0.91 4.08  0.188
H 3.90 -3.67 2.23  0.199
H 5.70 1.92 2.60  0.186
H 5.57 4.04 1.30  0.187
H 0.20 -0.99 2.45  0.203
H -2.49 -1.32 -0.71  0.217
H 3.80 0.35 2.61  0.199
H -1.61 -5.74 -2.10  0.185
H -1.16 5.18 -0.72  0.209
H -0.46 -5.14 -0.89  0.204
H -6.33 2.59 -1.91  0.213
H -1.80 2.22 -2.57  0.428
H 6.52 -3.72 0.83  0.205
H 6.94 -2.01 0.68  0.228


(ii)
C31H25BrCdCl3N7OS as an isolated structure, computed with ωB97M-V with the def2-TZVPD basis set.

* charge: -2
* orbital gap (spin up / spin down): 4.73 / 5.24 eV
* E_LUMO (spin up / spin down): 4.152 / 4.152 eV
* highest occupied orbital energy (spin up / spin down): -0.6 / -1.1 eV

Each line ends with the natural charge from an NBO analysis.
Geometry (Å):
Cd 0.51 0.44 -0.77  1.656
Br 4.98 -0.58 1.66  0.002
Cl -3.20 0.56 1.10  1.012
Cl 1.19 2.84 4.33  -0.015
Cl -1.20 -4.22 2.35  -0.961
S 2.53 -0.85 -1.72  -0.410
O 1.30 2.52 -0.79  -0.890
N -1.88 -0.36 -1.20  -0.687
N -1.49 1.79 -0.59  -0.608
N 2.75 -2.19 1.40  -0.447
N 2.59 -0.59 -4.39  -0.502
N -2.29 2.97 1.30  -0.570
N 0.60 0.09 1.56  -0.536
N 0.78 0.39 -3.20  -0.587
C -1.07 1.55 -4.17  -0.658
C -1.46 2.88 0.22  0.241
C -2.96 -2.61 -0.62  -0.115
C 0.05 0.37 4.26  -0.182
C 0.99 1.19 2.20  0.014
C -3.97 -0.83 1.15  -0.350
C -2.43 -1.55 -0.90  0.201
C 0.71 1.36 3.55  -0.072
C 1.34 6.08 -0.13  -0.236
C -3.06 2.06 2.01  -0.427
C -4.65 -3.12 1.07  -0.232
C -0.06 -0.86 2.22  0.042
C 1.83 -5.63 0.24  -0.645
C 4.06 -4.41 0.40  -0.171
C 2.68 -4.44 0.58  -0.042
C 2.08 -3.29 1.09  0.059
C 0.03 6.33 0.27  -0.312
C -3.77 -3.51 0.12  -0.198
C 4.77 -3.26 0.72  -0.288
C 2.02 -0.16 -5.50  0.090
C -4.82 -1.74 1.57  -0.269
C 0.22 0.80 -4.33  0.293
C -0.51 3.96 -0.01  -0.186
C 0.84 3.68 -0.44  0.375
C -0.32 -0.77 3.58  -0.225
C 1.94 -0.31 -3.24  0.264
C -0.86 5.27 0.32  -0.209
C 4.05 -2.19 1.20  0.165
C -2.10 0.68 -0.37  0.245
C 1.72 4.79 -0.46  -0.272
C 0.82 0.54 -5.55  -0.382
H 2.55 -0.39 -6.42  0.171
H -4.35 1.16 0.26  -0.166
H -2.21 -0.04 1.92  0.006
H 0.39 0.87 -6.48  0.205
H 5.84 -3.19 0.58  0.218
H 2.06 6.88 -0.17  0.186
H -1.89 5.46 0.61  0.191
H -0.30 7.34 0.53  0.188
H 1.40 -5.51 -0.76  0.224
H -3.69 -4.57 -0.09  0.209
H -5.55 -1.58 2.37  0.189
H 4.58 -5.28 0.02  0.199
H -0.16 0.51 5.31  0.220
H -5.22 -3.88 1.58  0.191
H -1.75 0.97 -3.54  0.260
H 1.53 1.94 1.63  0.241
H 1.00 -5.71 0.94  0.271
H -1.53 1.76 -5.14  0.195
H -0.89 2.49 -3.64  0.247
H 1.01 -3.31 1.27  0.248
H 2.74 4.58 -0.77  0.199
H 2.42 -6.55 0.24  0.190
H -0.84 -1.59 4.06  0.262
H -0.39 -1.75 1.68  0.265
H -2.02 3.72 1.93  0.415


In hartree, relative to the most stable structure: (i) 0.0000; (ii) 0.5979.


(i)
One molecule with the formula C3H5NO2S, computed with ωB97M-V with the def2-TZVPD basis set.

* orbital gap: 8.12 eV
* E_LUMO: -1.049 eV
* highest occupied orbital energy: -9.2 eV

Each line ends with the natural charge from an NBO analysis.
Geometry (Å):
S 1.54 -1.60 -1.50  -0.160
O -0.76 -0.44 -1.32  -0.617
O -1.21 1.31 0.98  -0.377
N -0.09 0.62 1.41  -0.044
C 0.62 -0.08 0.55  -0.096
C 0.35 -0.68 -0.71  0.216
C -1.61 2.19 2.02  -0.273
H -1.96 1.41 2.86  0.199
H 1.54 -0.24 1.06  0.233
H -0.76 -1.21 -2.08  0.514
H -0.77 2.86 2.37  0.195
H -2.46 2.92 1.52  0.211


(ii)
One molecule with the formula C3H5NO2S, computed with ωB97M-V with the def2-TZVPD basis set.

* orbital gap: 9.98 eV
* E_LUMO: 0.620 eV
* highest occupied orbital energy: -9.4 eV

Each line ends with the natural charge from an NBO analysis.
Geometry (Å):
S -0.80 1.51 0.18  0.218
O -0.24 -1.95 -1.52  -0.614
O 1.64 -1.56 0.35  -0.524
N 0.70 -0.57 0.02  -0.161
C -1.15 0.36 -1.11  -0.648
C -0.22 -0.89 -0.90  0.641
C 0.91 0.96 0.52  -0.301
H 1.61 1.50 -0.02  0.197
H 1.25 0.87 1.47  0.217
H 2.13 -1.73 -0.51  0.474
H -1.16 0.69 -2.13  0.245
H -2.07 -0.11 -0.74  0.257


(iii)
One molecule with the formula C3H5NO2S, computed with ωB97M-V with the def2-TZVPD basis set.

* orbital gap: 8.23 eV
* E_LUMO: 0.384 eV
* highest occupied orbital energy: -7.8 eV

Each line ends with the natural charge from an NBO analysis.
Geometry (Å):
S 2.38 0.81 -1.24  0.916
O 3.45 1.05 -0.22  -0.935
O 0.80 0.18 1.05  -0.475
N -0.27 0.29 -1.08  -0.625
C -1.32 -0.20 -0.12  -0.238
C -0.42 -0.52 1.12  -0.094
C 0.91 0.53 -0.52  0.209
H -0.47 0.46 -2.11  0.439
H -0.13 -1.57 1.38  0.185
H -0.99 -0.31 2.03  0.192
H -2.19 0.48 0.07  0.212
H -1.75 -1.21 -0.35  0.213


(iv)
One molecule with the formula C3H5NO2S, computed with ωB97M-V with the def2-TZVPD basis set.

* orbital gap: 7.96 eV
* E_LUMO: -1.110 eV
* highest occupied orbital energy: -9.1 eV

Each line ends with the natural charge from an NBO analysis.
Geometry (Å):
S -2.01 1.06 -0.26  -0.105
O 1.76 1.76 0.82  -0.510
O 1.45 -0.87 0.08  -0.570
N 0.43 1.81 0.59  -0.227
C -0.47 0.83 0.33  -0.048
C 0.16 -0.60 0.07  0.533
C -0.78 -1.74 -0.47  -0.724
H 2.07 1.06 0.15  0.503
H -1.30 -1.41 -1.31  0.245
H 0.21 2.73 0.62  0.388
H -1.64 -2.14 0.26  0.266
H 0.12 -2.48 -0.89  0.249


In hartree, relative to the most stable structure: (i) 0.0528; (ii) 0.0000; (iii) 0.0255; (iv) 0.0453.


(i)
One molecule with the formula C3H5NO2S, computed with ωB97M-V with the def2-TZVPD basis set.

* orbital gap: 10.24 eV
* E_LUMO: 0.648 eV
* highest occupied orbital energy: -9.6 eV

Each line ends with the natural charge from an NBO analysis.
Geometry (Å):
S -2.25 -0.06 -0.25  -0.024
O 2.61 -0.35 -0.24  -0.533
O 0.67 1.92 0.19  -0.552
N 1.24 -0.37 -0.25  -0.168
C -0.65 -0.22 0.60  -0.460
C 0.46 0.73 0.17  0.655
C 0.25 -1.39 0.29  -0.224
H -0.20 -2.08 -0.40  0.207
H -0.84 -0.07 1.66  0.257
H -1.76 0.60 -1.49  0.158
H 0.71 -1.95 1.09  0.204
H 2.95 -0.21 -1.12  0.479


(ii)
One molecule with the formula C3H5NO2S, computed with ωB97M-V with the def2-TZVPD basis set.

* orbital gap: 9.80 eV
* E_LUMO: 0.560 eV
* highest occupied orbital energy: -9.2 eV

Each line ends with the natural charge from an NBO analysis.
Geometry (Å):
S 1.67 0.22 -0.69  0.278
O 0.48 2.52 -0.33  -0.569
O -1.20 -1.05 -0.91  -0.563
N -0.91 0.94 0.20  -0.682
C 1.44 -1.17 0.33  -0.856
C 0.32 1.34 -0.26  0.529
C -1.68 -0.14 -0.25  0.529
H 2.37 -1.92 0.15  0.262
H 1.47 -0.87 1.52  0.223
H -2.82 -0.10 -0.16  0.151
H -1.46 1.87 0.19  0.424
H 0.30 -1.64 0.21  0.275


(iii)
One molecule with the formula C3H5NO2S, computed with ωB97M-V with the def2-TZVPD basis set.

* orbital gap: 9.50 eV
* E_LUMO: 0.400 eV
* highest occupied orbital energy: -9.1 eV

Each line ends with the natural charge from an NBO analysis.
Geometry (Å):
S -2.02 -1.08 0.02  0.177
O 1.71 -1.44 -0.57  -0.516
O 0.33 -0.55 1.48  -0.692
N -1.70 0.57 -0.34  -0.502
C 0.69 0.40 0.52  -0.082
C 1.45 -0.26 -0.59  0.415
C -0.55 1.04 -0.10  0.055
H -3.12 -0.97 -0.73  0.108
H 1.75 0.35 -1.47  0.137
H 1.25 1.21 1.00  0.214
H 0.75 -1.38 1.18  0.494
H -0.54 2.11 -0.39  0.191


(iv)
One molecule with the formula C3H5NO2S, computed with ωB97M-V with the def2-TZVPD basis set.

* orbital gap: 9.54 eV
* E_LUMO: 0.714 eV
* highest occupied orbital energy: -8.8 eV

Each line ends with the natural charge from an NBO analysis.
Geometry (Å):
S 1.40 -1.45 -0.21  0.203
O -1.19 -0.94 -0.02  -0.478
O 1.58 1.13 -0.32  -0.370
N 0.20 0.88 -0.14  -0.235
C 0.00 -0.39 -0.11  0.352
C -2.30 -0.04 -0.07  -0.255
C 2.33 0.06 0.18  -0.202
H -2.25 0.64 0.77  0.195
H 3.30 0.08 -0.33  0.218
H -3.21 -0.61 -0.02  0.197
H -2.28 0.54 -0.99  0.196
H 2.44 0.11 1.27  0.180


In hartree, relative to the most stable structure: (i) 0.0530; (ii) 0.0000; (iii) 0.0200; (iv) 0.0437.